[1]
A 4-piece molecular cluster, C53H34BrN3O8S overall. Source: the OMol25 dataset; level of theory: ωB97M-V/def2-TZVPD.

Calculated values
Multiplicity ... 1
E_LUMO ... -0.05672 hartree
Total energy ... -5778.4295 a.u.
Orbital gap ... 7.86 eV
SMILES ... [H]/N=C\Cc1cc(S(C)(=O)=O)c2nccnc2c1Br.O=C1c2ccccc2C(=O)c2ccccc21.O=C1c2ccccc2C(=O)c2ccccc21.O=C1c2ccccc2C(=O)c2ccccc21
HOMO level ... -0.3454 Eh
Net charge ... 0
Largest force on an atom ... 3.8 eV/A

Last column: Mulliken charge in e.
Atoms and positions in Å:
C1 2.810 -0.240 3.416  -1.025
S1 1.433 0.421 2.371  1.373
O1 0.905 -0.687 1.534  -0.652
O2 1.902 1.534 1.531  -0.721
C2 0.183 1.082 3.522  0.144
C3 -1.119 0.417 3.586  -0.676
C4 -2.153 0.993 4.498  0.876
C5 -3.619 0.445 4.671  -0.653
C6 -4.080 -0.543 3.541  -0.069
N1 -5.232 -0.381 2.999  -0.624
C7 -1.812 2.184 5.290  -0.471
Br1 -3.166 2.987 6.471  -0.128
C8 -0.464 2.855 5.252  0.484
N2 -0.278 3.971 6.061  -0.508
C9 0.972 4.467 5.889  -0.211
C10 2.018 3.891 4.989  -0.360
N3 1.826 2.809 4.197  -0.414
C11 0.547 2.283 4.352  0.232
H1 3.559 0.580 3.549  0.349
H2 2.335 -0.542 4.391  0.303
H3 3.201 -1.151 2.898  0.429
H4 -1.344 -0.496 2.973  0.143
H5 -3.716 0.009 5.711  0.328
H6 -4.290 1.351 4.590  0.356
H7 -3.492 -1.426 3.176  0.383
H8 -5.711 0.434 3.404  0.251
H9 1.242 5.383 6.480  0.386
H10 3.008 4.417 4.938  0.390
C12 -4.887 -6.501 -3.470  -0.658
C13 -5.619 -5.694 -2.604  -0.450
C14 -4.983 -4.694 -1.881  -0.635
C15 -3.610 -4.506 -2.013  0.281
C16 -2.873 -5.330 -2.863  0.319
C17 -3.518 -6.321 -3.600  -0.316
C18 -1.401 -5.173 -2.976  0.372
O3 -0.757 -5.891 -3.722  -0.655
C19 -0.728 -4.135 -2.162  0.327
C20 0.659 -4.012 -2.214  -0.452
C21 1.297 -3.033 -1.464  -0.858
C22 0.553 -2.166 -0.666  -0.271
C23 -0.827 -2.290 -0.608  -1.023
C24 -1.471 -3.278 -1.347  0.343
C25 -2.943 -3.422 -1.248  0.483
O4 -3.595 -2.669 -0.549  -0.714
H11 -5.386 -7.276 -4.041  0.412
H12 -6.687 -5.844 -2.494  0.394
H13 -5.558 -4.065 -1.211  0.484
H14 -2.952 -6.956 -4.271  0.380
H15 1.244 -4.682 -2.835  0.520
H16 2.377 -2.943 -1.502  0.425
H17 1.051 -1.392 -0.081  0.755
H18 -1.401 -1.616 0.017  0.581
C26 7.231 -5.123 -7.223  -0.469
C27 7.507 -6.352 -7.815  -0.464
C28 6.502 -7.299 -7.953  -0.525
C29 5.219 -7.025 -7.489  0.152
C30 4.948 -5.801 -6.874  0.148
C31 5.955 -4.847 -6.753  -0.515
C32 3.597 -5.513 -6.330  0.549
O5 3.360 -4.445 -5.797  -0.686
C33 2.545 -6.553 -6.440  0.251
C34 1.289 -6.321 -5.884  -0.705
C35 0.294 -7.282 -5.992  -0.199
C36 0.546 -8.475 -6.665  -0.564
C37 1.798 -8.714 -7.216  -0.617
C38 2.803 -7.758 -7.097  0.155
C39 4.147 -8.038 -7.658  0.628
O6 4.371 -9.081 -8.243  -0.674
H19 8.015 -4.380 -7.124  0.395
H20 8.508 -6.571 -8.171  0.392
H21 6.721 -8.253 -8.419  0.460
H22 5.746 -3.891 -6.288  0.469
H23 1.086 -5.394 -5.363  0.526
H24 -0.678 -7.102 -5.555  0.454
H25 -0.234 -9.223 -6.755  0.396
H26 1.991 -9.646 -7.734  0.467
C40 0.482 12.862 5.047  -0.462
C41 1.149 12.010 5.923  -0.505
C42 0.876 10.650 5.914  -0.465
C43 -0.076 10.137 5.037  0.180
C44 -0.762 10.994 4.176  0.110
C45 -0.472 12.356 4.176  -0.553
C46 -1.814 10.470 3.269  0.562
O7 -2.410 11.216 2.516  -0.664
C47 -2.132 9.021 3.305  0.549
C48 -3.155 8.521 2.503  -0.625
C49 -3.450 7.164 2.519  -0.561
C50 -2.718 6.302 3.331  -0.410
C51 -1.703 6.797 4.135  -0.642
C52 -1.412 8.157 4.132  -0.023
C53 -0.348 8.679 5.023  0.439
O8 0.290 7.923 5.736  -0.661
H27 0.703 13.923 5.049  0.398
H28 1.885 12.409 6.612  0.402
H29 1.402 9.990 6.594  0.447
H30 -0.993 13.024 3.500  0.465
H31 -3.725 9.188 1.867  0.475
H32 -4.250 6.777 1.898  0.394
H33 -2.943 5.241 3.339  0.481
H34 -1.140 6.121 4.769  0.687

---

[2]
C49H45BBrF3NO20S4 as an isolated structure. Source: the OMol25 dataset; level of theory: ωB97M-V/def2-TZVPD.

Calculated values
Multiplicity ... 1
E_LUMO ... -0.21938 hartree
Total energy ... -7944.0063 a.u.
Orbital gap ... 5.87 eV
HOMO level ... -0.4349 Eh
Net charge ... +1
Largest force on an atom ... 10.0 eV/A

Last column: Mulliken charge in e.
Atoms and positions in Å:
C1 -2.407 -1.017 4.829  -0.738
C2 -2.573 0.604 4.634  -0.123
O1 -1.726 1.418 5.541  -0.472
B1 -0.322 1.456 5.074  0.485
O2 0.741 1.067 6.066  -0.510
C3 0.202 1.828 3.562  0.413
N1 0.706 2.988 3.010  0.635
C4 0.849 4.295 3.792  -0.680
S1 2.521 4.557 4.587  0.955
O3 3.099 5.886 3.961  -0.592
O4 2.475 4.812 6.125  -0.569
C5 1.131 2.938 1.527  -1.468
Br1 2.596 4.237 0.951  0.457
S2 -0.364 3.717 0.715  1.243
O5 -1.608 3.821 1.651  -0.603
O6 0.032 5.207 0.378  -0.608
C6 -0.895 2.944 -0.904  0.724
F1 0.236 2.853 -1.860  -0.185
F2 -1.873 3.914 -1.526  -0.195
F3 -1.660 1.676 -0.732  -0.215
C7 1.490 1.359 1.287  0.253
S3 3.001 1.028 2.410  -0.180
C8 2.040 0.821 -0.148  -0.590
C9 1.023 -0.119 -1.012  -0.021
C10 1.765 -1.577 -1.356  -0.610
C11 1.519 -2.553 -0.059  0.009
O7 2.689 -3.443 0.044  -0.316
C12 3.085 -3.537 1.459  0.515
C13 4.169 -2.528 2.174  -0.479
O8 2.547 -4.530 2.195  -0.514
S4 0.148 0.462 2.226  0.019
H1 -3.142 -1.335 5.713  0.294
H2 -2.795 -1.624 3.878  0.306
H3 -1.312 -1.386 5.016  0.223
H4 -2.465 0.959 3.509  0.109
H5 -3.700 0.861 4.929  0.289
H6 1.018 0.140 5.748  0.364
H7 0.646 5.206 3.043  0.418
H8 0.039 4.414 4.642  0.569
H9 3.480 3.557 4.255  0.178
H10 4.015 1.965 2.158  0.178
H11 2.304 1.777 -0.803  0.180
H12 3.076 0.239 -0.036  0.579
H13 0.835 0.374 -2.082  -0.278
H14 -0.036 -0.292 -0.549  0.374
H15 1.173 -1.992 -2.304  0.296
H16 2.888 -1.339 -1.592  0.254
H17 1.368 -1.862 0.895  0.002
H18 0.505 -3.152 -0.243  0.241
H19 4.556 -1.720 1.387  0.147
H20 3.591 -2.015 3.083  0.080
H21 5.107 -3.152 2.558  0.385
C14 -3.976 -5.697 6.825  -0.474
C15 -3.294 -4.990 5.919  -0.407
C16 -2.169 -4.120 6.315  0.477
O9 -1.545 -3.471 5.487  -0.609
C17 -1.826 -4.063 7.750  -0.441
C18 -2.509 -4.770 8.656  -0.383
C19 -3.634 -5.640 8.260  0.266
O10 -4.258 -6.289 9.088  -0.546
H22 -4.804 -6.339 6.551  0.562
H23 -3.532 -5.021 4.862  0.674
H24 -0.998 -3.421 8.024  0.433
H25 -2.271 -4.739 9.712  0.428
C20 -6.058 4.597 -4.972  -0.407
C21 -6.535 3.772 -4.034  -0.406
C22 -5.629 3.011 -3.152  0.155
O11 -6.064 2.254 -2.295  -0.555
C23 -4.177 3.197 -3.344  -0.154
C24 -3.700 4.021 -4.282  -0.015
C25 -4.606 4.783 -5.164  0.140
O12 -4.170 5.539 -6.021  -0.543
H26 -6.708 5.163 -5.628  0.426
H27 -7.597 3.626 -3.880  0.418
H28 -3.527 2.631 -2.688  0.483
H29 -2.638 4.168 -4.436  0.400
C26 -0.317 2.664 -5.444  -0.113
C27 -0.407 3.406 -6.553  -0.462
C28 -0.274 2.800 -7.893  0.207
O13 -0.353 3.478 -8.908  -0.548
C29 -0.041 1.344 -7.960  -0.439
C30 0.049 0.602 -6.851  -0.375
C31 -0.084 1.208 -5.512  0.272
O14 -0.005 0.530 -4.497  -0.524
H30 -0.412 3.093 -4.454  0.494
H31 -0.578 4.475 -6.520  0.468
H32 0.054 0.915 -8.950  0.466
H33 0.220 -0.467 -6.884  0.519
C32 2.756 -2.221 -5.634  0.003
C33 3.711 -2.825 -4.919  -0.334
C34 4.700 -3.713 -5.560  0.203
O15 5.573 -4.268 -4.907  -0.541
C35 4.595 -3.907 -7.020  -0.472
C36 3.640 -3.303 -7.734  -0.464
C37 2.651 -2.414 -7.093  0.361
O16 1.778 -1.860 -7.747  -0.510
H34 2.022 -1.566 -5.179  0.445
H35 3.802 -2.692 -3.848  0.476
H36 5.329 -4.561 -7.474  0.408
H37 3.549 -3.436 -8.806  0.422
C38 -4.071 -10.290 3.363  -0.415
C39 -4.781 -9.221 3.737  -0.452
C40 -4.120 -7.974 4.170  0.650
O17 -4.769 -6.997 4.514  -0.579
C41 -2.643 -7.954 4.171  -0.080
C42 -1.933 -9.022 3.798  -0.527
C43 -2.595 -10.269 3.365  0.271
O18 -1.945 -11.247 3.021  -0.532
H38 -4.541 -11.212 3.044  0.409
H39 -5.865 -9.220 3.740  0.421
H40 -2.174 -7.032 4.491  0.390
H41 -0.850 -9.023 3.794  0.435
C44 3.645 6.920 -1.275  0.049
C45 3.874 8.236 -1.322  -0.598
C46 4.311 8.894 -2.569  0.271
O19 4.522 10.098 -2.613  -0.527
C47 4.483 8.041 -3.762  -0.389
C48 4.254 6.726 -3.715  -0.444
C49 3.817 6.068 -2.468  0.772
O20 3.606 4.864 -2.425  -0.514
H42 3.325 6.422 -0.368  -0.036
H43 3.751 8.875 -0.455  0.448
H44 4.803 8.540 -4.669  0.417
H45 4.377 6.087 -4.582  0.445